(1)
{
  "formula": "C6H17N4",
  "method": "the ωB97M-V functional and the def2-TZVPD basis",
  "symbols": ["C", "N", "C", "N", "C", "C", "N", "N", "C", "C", "H", "H", "H", "H", "H", "H", "H", "H", "H", "H", "H", "H", "H", "H", "H", "H", "H"],
  "coordinates": [[1.85715, -1.57756, 3.10830], [0.57622, -1.20402, 2.55669], [0.31104, -0.67489, 1.40198], [-0.96913, -0.38376, 1.15933], [1.31030, -0.45329, 0.37593], [0.80739, -0.61041, -1.05888], [0.33943, 0.63783, -1.64558], [-1.02958, 0.96308, -1.32189], [-1.04785, 2.52222, -1.27912], [-1.90488, 0.36874, -2.29369], [2.11994, -2.67887, 2.88152], [2.68908, -0.98970, 2.61984], [1.97220, -1.56592, 4.22909], [-0.17026, -1.28507, 3.27231], [-1.77656, -0.36627, 1.71910], [-1.32496, 0.18974, 0.29314], [2.26540, -0.92434, 0.44807], [1.61891, 0.68991, 0.49262], [1.71177, -0.87941, -1.70016], [-0.07792, -1.36308, -1.13442], [0.39128, 0.58806, -2.65237], [-1.96658, 2.89110, -0.80352], [-0.19010, 2.66927, -0.66535], [-1.04028, 2.87444, -2.30632], [-2.81339, -0.23406, -1.86833], [-2.20595, 1.17462, -2.93880], [-1.45267, -0.37837, -2.88949]],
  "atomic_forces_ev_per_a": [[2.9, -1.9, -0.5], [-0.2, -0.5, 3.1], [-2.6, -0.2, 0.6], [-0.2, 1.7, -3.1], [0.8, 3.4, -1.1], [-0.7, -0.7, -1.5], [-0.1, 0.5, 0.5], [1.0, 1.2, 0.9], [-1.3, -2.7, 0.0], [-2.7, -0.5, 0.7], [-0.6, 1.5, 0.0], [-1.0, -0.5, 0.8], [-0.7, 0.7, -1.2], [0.4, 0.2, -1.2], [-0.2, -0.8, 2.1], [2.1, -0.9, 0.4], [0.2, -0.9, 0.7], [-0.7, -2.0, -0.3], [-1.4, -0.1, 0.8], [1.9, 0.5, 0.2], [0.3, -0.1, -0.3], [0.2, -0.3, 0.0], [0.6, 1.0, 0.0], [0.5, 0.4, 0.0], [1.3, 1.6, -0.4], [-0.8, 0.0, -0.6], [1.0, -0.7, -0.6]],
  "lowdin_charge": [-0.059, 0.036, -0.344, 0.196, -0.100, -0.196, -0.084, -0.312, -0.006, -0.095, 0.121, 0.101, 0.112, 0.184, 0.111, 0.131, 0.106, 0.196, 0.150, 0.148, 0.112, 0.087, 0.062, 0.079, 0.124, 0.075, 0.065],
  "relative_energy_kj_mol": 0.0,
  "homo_ev": -12.8017,
  "lumo_ha": -0.10050,
  "smiles": "C/[NH+]=C(/N)CCNN(C)C",
  "total_charge": 1
}


(2)
{
  "formula": "C5H8N2O",
  "method": "the ωB97M-V functional and the def2-TZVPD basis",
  "symbols": ["C", "C", "C", "C", "N", "C", "N", "O", "H", "H", "H", "H", "H", "H", "H", "H"],
  "coordinates": [[1.11588, 1.40914, 2.61355], [0.17484, 0.55825, 1.87826], [-0.51573, -0.06511, 1.14382], [-1.53793, -0.63698, 0.25014], [-1.18806, -1.66896, -0.76583], [-0.29879, -1.48404, -1.66403], [0.40762, -0.29268, -1.97746], [0.58213, -0.09896, -3.31152], [0.79731, 2.47822, 2.52273], [1.22144, 1.22927, 3.68111], [2.18579, 1.31027, 2.22274], [-2.05964, 0.16527, -0.26505], [-2.27962, -1.12255, 0.82201], [0.05735, -2.25749, -2.35741], [-0.18265, 0.39617, -1.45065], [1.52007, 0.08018, -3.34241]],
  "atomic_forces_ev_per_a": [[1.2, 0.9, -0.4], [1.6, 1.0, 1.1], [-1.2, -0.9, -1.4], [0.5, -0.2, -1.3], [1.7, -0.2, 0.0], [0.2, 0.2, -0.5], [-2.1, -0.5, 4.3], [-0.1, 0.4, -1.1], [0.4, -0.8, -0.1], [-0.4, -0.4, 0.1], [-1.5, 0.2, 0.2], [-0.1, 0.5, -0.1], [-0.8, -0.4, 0.9], [-0.7, -0.3, 0.3], [1.1, 0.5, -1.5], [0.4, 0.1, -0.5]],
  "lowdin_charge": [-0.116, -0.093, -0.034, -0.236, 0.034, -0.213, -0.099, -0.035, 0.085, 0.062, 0.099, 0.113, 0.088, 0.122, 0.127, 0.097],
  "relative_energy_kj_mol": 461.6,
  "homo_ev": -9.1030,
  "lumo_ha": 0.02987,
  "smiles": "CC#CC/N=C\\NO",
  "total_charge": 0
}


(3)
{
  "formula": "C5H10O",
  "method": "the ωB97M-V functional and the def2-TZVPD basis",
  "symbols": ["C", "C", "C", "H", "H", "H", "H", "H", "H", "C", "C", "O", "H", "H", "H", "H"],
  "coordinates": [[-3.15217, -0.58018, -0.64311], [-2.50024, -0.33788, 0.48600], [-1.58251, 0.83426, 0.70582], [-3.92502, -1.33595, -0.71507], [-3.15867, 0.13766, -1.45887], [-2.75272, -0.96231, 1.33046], [-0.55322, 0.52239, 0.50488], [-1.92596, 1.69064, 0.13652], [-1.51395, 1.03082, 1.77403], [2.10862, -0.83175, -1.05988], [2.65311, -0.26906, -0.00129], [2.26200, 0.97245, 0.42734], [2.40450, -1.81150, -1.41096], [1.29197, -0.41917, -1.61555], [3.38622, -0.75410, 0.63155], [2.98715, 1.54078, 0.65764]],
  "atomic_forces_ev_per_a": [[-0.7, 0.6, 0.1], [-0.5, 0.2, -0.3], [0.2, -1.2, 0.6], [0.3, -0.3, 0.0], [0.4, -0.2, -0.1], [0.4, -0.3, 0.2], [0.0, 0.3, -0.6], [0.4, 0.2, 0.0], [-0.4, 0.5, 0.1], [-0.1, -0.8, -0.2], [0.2, 0.4, 0.1], [-1.0, -0.1, -0.2], [0.2, -0.1, 0.4], [-0.2, 0.6, -0.1], [0.2, -0.1, -0.2], [0.6, 0.1, 0.2]],
  "lowdin_charge": [-0.033, -0.246, -0.104, 0.045, 0.053, 0.085, 0.058, 0.074, 0.067, 0.012, -0.282, -0.027, 0.052, 0.055, 0.106, 0.085],
  "relative_energy_kj_mol": 205.1,
  "homo_ev": -9.4085,
  "lumo_ha": 0.03148,
  "smiles": "C=CC.C=CO",
  "total_charge": 0
}


(4)
{
  "formula": "C5H14NO",
  "method": "the ωB97M-V functional and the def2-TZVPD basis",
  "symbols": ["C", "C", "C", "C", "C", "N", "H", "H", "H", "H", "H", "H", "H", "H", "H", "H", "H", "H", "H", "H", "O"],
  "coordinates": [[-1.37741, 0.68871, -0.56092], [-0.16985, 0.88141, -1.48048], [0.99591, 1.58656, -0.77663], [2.60738, 0.10953, 0.68903], [2.03424, 0.54438, -0.41992], [-1.48909, -0.77257, -0.12850], [-1.26592, 1.20890, 0.35425], [-2.27805, 0.86085, -1.06014], [-0.46811, 1.41548, -2.38180], [0.14876, -0.10259, -1.83338], [1.49632, 2.29166, -1.42996], [0.67962, 2.07857, 0.14426], [2.28531, 0.42696, 1.67333], [3.36419, -0.66250, 0.69788], [2.48053, 0.19360, -1.34573], [-1.89176, -1.31079, -0.89882], [-2.12332, -0.88827, 0.66376], [-0.61525, -1.26656, 0.06835], [-0.71989, -2.35586, 2.86981], [-2.20484, -2.59574, 2.87485], [-1.48876, -2.33175, 2.28075]],
  "atomic_forces_ev_per_a": [[1.7, -1.6, -0.1], [-0.3, 0.3, -0.1], [0.6, -1.0, 1.1], [-0.8, 0.0, 0.8], [0.9, 0.2, -1.2], [-0.5, -0.3, -0.8], [-0.2, 0.8, 0.7], [-1.5, 0.6, -0.5], [-0.1, 0.1, 0.1], [0.1, 0.0, -0.1], [-0.1, 0.3, -0.1], [-0.2, 0.4, -0.2], [0.0, 0.2, 0.1], [0.1, 0.1, -0.3], [0.0, -0.4, -0.1], [-0.1, 0.0, 0.0], [0.3, -0.2, 0.3], [0.1, 0.5, 0.4], [0.0, 0.0, -0.3], [0.0, 0.0, -0.2], [0.0, 0.1, 0.4]],
  "lowdin_charge": [-0.097, -0.170, -0.181, 0.016, -0.210, 0.183, 0.117, 0.113, 0.122, 0.113, 0.120, 0.113, 0.058, 0.063, 0.105, 0.171, 0.138, 0.153, 0.064, 0.064, -0.053],
  "relative_energy_kj_mol": 145.3,
  "homo_ev": -13.2307,
  "lumo_ha": -0.11921,
  "total_charge": 1
}